Entry 1:
ORCA calculation (the ωB97M-V functional and the def2-TZVPD basis) on 10 unconnected molecules or ions with the total composition C40H92N10O13P at a distorted geometry.

Each line ends with the Löwdin charge.
Atoms and positions in Å:
C (2.05, 0.46, -2.27)  -0.10
O (3.01, 0.32, -3.31)  -0.22
C (4.32, 0.50, -2.80)  -0.23
C (4.79, -0.65, -1.90)  -0.18
C (4.33, -2.04, -2.37)  -0.20
C (4.16, -2.94, -1.14)  -0.24
C (3.79, -4.40, -1.45)  -0.19
C (2.97, -5.07, -0.32)  -0.20
C (3.33, -4.64, 1.11)  -0.22
C (2.25, -5.12, 2.11)  -0.21
C (1.03, -4.17, 2.21)  -0.21
C (1.36, -2.68, 2.34)  -0.21
C (1.05, -1.98, 1.00)  -0.37
N (-0.35, -2.09, 0.67)  -0.17
C (-0.70, -1.16, -0.34)  -0.39
P (-1.32, -1.98, -1.91)  0.51
O (-1.86, -3.34, -1.77)  -0.34
O (-2.48, -1.01, -2.57)  -0.20
O (-0.09, -2.00, -3.01)  -0.18
H (2.16, -0.32, -1.51)  0.07
H (2.19, 1.43, -1.76)  0.09
H (1.05, 0.38, -2.69)  0.06
H (4.32, 1.42, -2.20)  0.09
H (5.05, 0.68, -3.60)  0.12
H (5.88, -0.62, -1.76)  0.11
H (4.36, -0.48, -0.91)  0.10
H (3.35, -1.98, -2.85)  0.11
H (5.04, -2.46, -3.10)  0.11
H (3.36, -2.48, -0.56)  0.07
H (5.06, -2.94, -0.51)  0.12
H (3.15, -4.39, -2.34)  0.11
H (4.69, -4.96, -1.73)  0.11
H (1.90, -4.96, -0.49)  0.12
H (3.16, -6.15, -0.38)  0.08
H (3.47, -3.57, 1.19)  0.07
H (4.28, -5.13, 1.38)  0.11
H (2.70, -5.34, 3.08)  0.09
H (1.87, -6.08, 1.73)  0.09
H (0.35, -4.35, 1.37)  0.09
H (0.47, -4.48, 3.10)  0.09
H (2.43, -2.53, 2.54)  0.09
H (0.81, -2.17, 3.14)  0.09
H (1.67, -2.52, 0.25)  0.08
H (1.37, -0.92, 1.02)  0.09
H (0.14, -0.52, -0.66)  0.04
H (-1.55, -0.53, -0.03)  0.04
H (-2.11, -0.39, -3.23)  0.03
H (-0.37, -1.64, -3.87)  0.06
C (-6.53, -1.32, 1.47)  -0.40
O (-7.57, -0.73, 1.24)  -0.02
N (-5.38, -1.17, 0.80)  -0.18
C (-4.16, -1.91, 1.13)  -0.04
C (-5.35, -0.23, -0.31)  -0.03
H (-6.45, -2.06, 2.29)  0.12
H (-3.37, -1.21, 1.38)  0.08
H (-3.84, -2.50, 0.28)  0.08
H (-4.34, -2.57, 1.98)  0.09
H (-5.60, 0.77, 0.04)  0.09
H (-6.08, -0.53, -1.07)  0.09
H (-4.36, -0.23, -0.75)  0.07
C (-1.31, 2.85, -0.81)  -0.34
O (-0.60, 1.89, -0.64)  0.02
N (-2.19, 3.37, 0.07)  -0.19
C (-2.99, 4.54, -0.23)  -0.07
C (-2.36, 2.72, 1.37)  -0.03
H (-1.29, 3.42, -1.76)  0.12
H (-2.78, 5.33, 0.49)  0.07
H (-4.05, 4.29, -0.19)  0.08
H (-2.76, 4.91, -1.23)  0.08
H (-1.43, 2.70, 1.93)  0.09
H (-2.68, 1.69, 1.22)  0.08
H (-3.12, 3.26, 1.94)  0.08
C (-0.79, 2.23, -4.75)  -0.34
O (-0.81, 1.04, -4.50)  0.01
N (0.23, 2.87, -5.36)  -0.19
C (0.18, 4.29, -5.64)  -0.06
C (1.41, 2.11, -5.76)  -0.02
H (-1.63, 2.91, -4.49)  0.13
H (0.26, 4.47, -6.72)  0.09
H (1.01, 4.80, -5.14)  0.09
H (-0.76, 4.71, -5.29)  0.08
H (1.12, 1.32, -6.45)  0.10
H (1.87, 1.64, -4.89)  0.08
H (2.13, 2.76, -6.24)  0.09
C (-4.32, 0.10, 4.22)  -0.33
O (-3.43, 0.87, 3.91)  0.02
N (-4.81, -0.05, 5.47)  -0.20
C (-5.88, -0.98, 5.77)  -0.05
C (-4.25, 0.76, 6.54)  -0.05
H (-4.80, -0.55, 3.48)  0.11
H (-6.74, -0.45, 6.18)  0.09
H (-5.54, -1.72, 6.50)  0.09
H (-6.18, -1.50, 4.86)  0.08
H (-4.38, 1.82, 6.31)  0.09
H (-3.18, 0.57, 6.63)  0.09
H (-4.75, 0.53, 7.47)  0.08
C (4.94, 3.20, 0.01)  -0.36
O (5.93, 3.06, -0.68)  0.01
N (4.45, 4.39, 0.42)  -0.20
C (3.26, 4.48, 1.25)  -0.06
C (5.14, 5.60, 0.02)  -0.05
H (4.34, 2.34, 0.36)  0.14
H (2.49, 5.06, 0.73)  0.09
H (3.50, 4.96, 2.20)  0.08
H (2.87, 3.48, 1.45)  0.09
H (5.17, 5.68, -1.06)  0.10
H (6.17, 5.58, 0.39)  0.08
H (4.63, 6.47, 0.44)  0.08
C (6.87, 8.21, 1.63)  -0.38
O (6.79, 8.58, 0.48)  0.01
N (8.00, 7.82, 2.25)  -0.20
C (8.02, 7.39, 3.63)  -0.06
C (9.24, 7.84, 1.49)  -0.04
H (5.98, 8.16, 2.29)  0.13
H (8.67, 8.03, 4.22)  0.09
H (8.38, 6.36, 3.70)  0.09
H (7.01, 7.43, 4.05)  0.08
H (9.45, 8.85, 1.14)  0.09
H (9.15, 7.18, 0.62)  0.09
H (10.05, 7.49, 2.12)  0.08
C (-5.82, 6.84, 0.13)  -0.34
O (-5.04, 6.60, -0.76)  0.01
N (-5.55, 7.59, 1.22)  -0.20
C (-6.53, 7.83, 2.26)  -0.06
C (-4.22, 8.17, 1.35)  -0.04
H (-6.85, 6.45, 0.13)  0.14
H (-6.72, 8.90, 2.36)  0.09
H (-6.17, 7.45, 3.22)  0.09
H (-7.46, 7.33, 2.01)  0.08
H (-4.01, 8.82, 0.50)  0.09
H (-3.46, 7.38, 1.36)  0.08
H (-4.16, 8.74, 2.27)  0.09
C (-7.17, -5.48, 0.13)  -0.36
O (-7.64, -6.27, 0.94)  -0.01
N (-6.20, -5.77, -0.76)  -0.20
C (-5.68, -4.79, -1.70)  -0.04
C (-5.65, -7.11, -0.76)  -0.05
H (-7.52, -4.44, 0.06)  0.13
H (-5.84, -5.14, -2.72)  0.09
H (-4.62, -4.65, -1.53)  0.09
H (-6.19, -3.84, -1.57)  0.08
H (-6.44, -7.84, -0.97)  0.09
H (-5.22, -7.35, 0.21)  0.09
H (-4.88, -7.19, -1.53)  0.09
C (3.77, -9.48, -2.53)  -0.36
O (4.11, -8.31, -2.60)  0.02
N (2.73, -9.94, -1.81)  -0.20
C (2.39, -11.34, -1.77)  -0.07
C (1.92, -8.99, -1.05)  -0.03
H (4.31, -10.28, -3.06)  0.13
H (1.37, -11.49, -2.15)  0.09
H (2.44, -11.71, -0.74)  0.09
H (3.08, -11.91, -2.38)  0.08
H (1.48, -8.25, -1.72)  0.10
H (2.54, -8.46, -0.33)  0.08
H (1.13, -9.52, -0.53)  0.08

Properties
- Energy: -3446.3993 a.u.
- Strongest force on any atom: 0.021 Eh/bohr
- Charge: -1
- Frontier orbital gap: 3.5 eV

---

Entry 2:
ORCA calculation (the ωB97M-V functional and the def2-TZVPD basis) on 11 unconnected molecules or ions with the total composition C40H94Cl10O20P2 at a distorted geometry.

Each line ends with the Löwdin charge.
Atoms and positions in Å:
C (0.30, -0.29, 2.43)  -0.08
O (-1.00, -0.36, 1.87)  -0.22
P (-1.27, -0.02, 0.37)  0.32
O (-2.68, 0.08, 0.06)  -0.22
O (-0.33, 1.23, 0.19)  -0.20
C (0.10, 1.68, -1.09)  -0.07
O (-0.60, -1.14, -0.51)  -0.23
C (-1.25, -2.27, -1.13)  -0.07
H (0.22, -0.99, 3.29)  0.09
H (0.63, 0.70, 2.81)  0.09
H (1.02, -0.69, 1.76)  0.06
H (0.08, 0.85, -1.88)  0.11
H (1.13, 1.96, -0.89)  0.09
H (-0.50, 2.53, -1.42)  0.05
H (-0.90, -3.20, -0.67)  0.08
H (-1.06, -2.24, -2.19)  0.09
H (-2.33, -2.22, -0.94)  0.04
C (-3.66, 2.90, -1.70)  -0.11
O (-2.88, 2.60, -2.83)  -0.26
P (-3.64, 2.39, -4.24)  0.38
O (-4.74, 3.33, -4.53)  -0.22
O (-2.38, 2.44, -5.20)  -0.24
C (-2.56, 2.50, -6.57)  -0.14
O (-4.17, 0.93, -4.19)  -0.19
C (-3.38, -0.15, -3.94)  -0.11
H (-4.53, 3.56, -1.91)  0.11
H (-2.96, 3.32, -1.02)  0.04
H (-3.97, 1.93, -1.29)  0.08
H (-3.12, 3.41, -6.83)  0.10
H (-3.06, 1.63, -6.98)  0.10
H (-1.57, 2.56, -6.98)  0.05
H (-2.53, -0.18, -4.65)  0.10
H (-4.07, -1.02, -4.15)  0.11
H (-3.11, -0.14, -2.89)  0.08
C (1.04, -5.01, 2.58)  -0.10
O (0.70, -4.21, 1.49)  -0.18
C (1.72, -3.38, 1.00)  -0.21
C (2.94, -4.10, 0.52)  -0.18
O (3.60, -4.74, 1.60)  -0.16
C (4.32, -5.92, 1.24)  -0.16
C (4.75, -6.67, 2.51)  -0.20
O (3.61, -7.26, 3.11)  -0.21
C (3.93, -7.93, 4.32)  -0.10
H (0.11, -5.35, 2.97)  0.08
H (1.43, -4.43, 3.42)  0.10
H (1.75, -5.82, 2.31)  0.09
H (2.02, -2.69, 1.79)  0.12
H (1.27, -2.77, 0.23)  0.11
H (3.57, -3.39, 0.04)  0.12
H (2.62, -4.89, -0.17)  0.14
H (5.17, -5.66, 0.66)  0.11
H (3.68, -6.67, 0.79)  0.13
H (5.27, -6.14, 3.29)  0.12
H (5.38, -7.52, 2.17)  0.13
H (4.11, -7.24, 5.21)  0.11
H (4.79, -8.53, 4.18)  0.06
H (3.01, -8.56, 4.56)  0.11
C (-1.32, 2.02, 4.68)  -0.13
O (-0.05, 2.64, 4.63)  -0.20
C (0.04, 3.58, 3.54)  -0.16
C (1.53, 3.90, 3.30)  -0.18
O (2.09, 2.86, 2.53)  -0.15
C (3.43, 3.17, 2.08)  -0.17
C (4.46, 3.39, 3.12)  -0.18
O (4.50, 2.38, 4.14)  -0.20
C (4.80, 1.10, 3.66)  -0.11
H (-1.62, 1.65, 3.69)  0.07
H (-2.06, 2.75, 5.09)  0.10
H (-1.33, 1.20, 5.39)  0.07
H (-0.51, 4.51, 3.71)  0.13
H (-0.42, 3.12, 2.64)  0.12
H (2.02, 3.95, 4.28)  0.13
H (1.69, 4.86, 2.79)  0.13
H (3.34, 4.16, 1.55)  0.11
H (3.63, 2.42, 1.28)  0.14
H (4.28, 4.30, 3.75)  0.15
H (5.47, 3.38, 2.70)  0.11
H (3.98, 0.66, 3.10)  0.09
H (5.14, 0.53, 4.52)  0.09
H (5.71, 1.16, 3.08)  0.07
C (-10.76, -5.62, -6.16)  -0.10
O (-9.88, -6.74, -6.18)  -0.17
C (-8.98, -6.55, -7.21)  -0.26
C (-7.72, -7.43, -7.01)  -0.17
O (-7.15, -7.37, -5.71)  -0.13
C (-6.39, -6.23, -5.53)  -0.21
C (-5.97, -6.25, -4.06)  -0.21
O (-5.03, -5.23, -3.90)  -0.20
C (-4.65, -5.00, -2.53)  -0.10
H (-10.12, -4.74, -6.05)  0.08
H (-11.49, -5.63, -5.35)  0.09
H (-11.30, -5.52, -7.14)  0.10
H (-8.66, -5.47, -7.11)  0.12
H (-9.36, -6.69, -8.25)  0.14
H (-7.01, -7.10, -7.71)  0.11
H (-8.08, -8.45, -7.12)  0.13
H (-6.98, -5.34, -5.76)  0.12
H (-5.50, -6.21, -6.20)  0.14
H (-5.64, -7.26, -3.72)  0.14
H (-6.85, -5.97, -3.43)  0.14
H (-3.93, -4.18, -2.54)  0.07
H (-4.14, -5.87, -2.05)  0.10
H (-5.51, -4.74, -1.92)  0.08
C (3.32, 5.84, -0.70)  -0.13
O (4.30, 6.17, 0.30)  -0.21
C (5.55, 6.45, -0.37)  -0.19
C (6.60, 6.79, 0.69)  -0.15
O (6.96, 5.52, 1.33)  -0.17
C (7.70, 5.61, 2.58)  -0.16
C (8.51, 4.34, 2.76)  -0.20
O (7.83, 3.35, 3.51)  -0.19
C (8.44, 2.09, 3.53)  -0.11
H (3.31, 6.65, -1.43)  0.07
H (2.39, 5.73, -0.15)  0.07
H (3.60, 4.95, -1.27)  0.08
H (5.42, 7.32, -1.04)  0.13
H (5.90, 5.56, -0.81)  0.11
H (6.09, 7.45, 1.38)  0.12
H (7.50, 7.20, 0.27)  0.12
H (7.00, 5.74, 3.40)  0.13
H (8.39, 6.45, 2.51)  0.12
H (9.49, 4.54, 3.20)  0.13
H (8.67, 4.00, 1.74)  0.12
H (7.90, 1.49, 4.27)  0.09
H (9.45, 2.15, 3.82)  0.07
H (8.26, 1.55, 2.60)  0.09
Cl (1.43, -0.95, 7.89)  0.50
C (1.17, 0.41, 6.69)  -0.62
C (2.40, 1.24, 6.48)  -0.62
Cl (2.88, 2.25, 7.94)  0.50
H (0.43, 1.07, 7.16)  0.06
H (0.77, -0.09, 5.79)  0.06
H (2.29, 1.90, 5.63)  0.04
H (3.29, 0.64, 6.31)  0.05
Cl (4.08, 0.92, -7.03)  0.48
C (3.62, 2.60, -6.45)  -0.57
C (2.67, 2.53, -5.24)  -0.68
Cl (0.97, 2.47, -5.66)  0.60
H (3.18, 3.10, -7.32)  0.07
H (4.55, 3.01, -6.17)  0.04
H (2.79, 3.43, -4.67)  0.02
H (2.92, 1.70, -4.62)  0.05
Cl (-1.07, 5.35, -0.36)  0.60
C (-1.29, 5.95, -1.98)  -0.65
C (-0.73, 5.01, -3.05)  -0.70
Cl (0.97, 4.98, -3.05)  0.65
H (-0.89, 6.95, -2.00)  0.07
H (-2.36, 5.95, -2.07)  0.06
H (-1.06, 5.36, -4.01)  0.08
H (-1.15, 4.02, -2.87)  0.03
Cl (-6.80, -0.23, 2.04)  0.57
C (-5.58, 1.01, 1.73)  -0.68
C (-5.41, 1.90, 2.98)  -0.64
Cl (-4.75, 0.92, 4.31)  0.56
H (-6.01, 1.62, 0.90)  0.08
H (-4.62, 0.60, 1.45)  0.03
H (-6.35, 2.42, 3.24)  0.08
H (-4.63, 2.64, 2.72)  0.07
Cl (-4.01, -3.22, 1.05)  0.56
C (-3.60, -2.16, 2.49)  -0.60
C (-2.40, -2.84, 3.16)  -0.67
Cl (-2.08, -2.28, 4.82)  0.56
H (-4.50, -2.03, 3.09)  0.05
H (-3.29, -1.20, 2.08)  0.02
H (-1.46, -2.84, 2.60)  0.06
H (-2.68, -3.86, 3.32)  0.04

Properties
- Energy: -8369.8119 a.u.
- Strongest force on any atom: 0.054 Eh/bohr
- Charge: 0
- Frontier orbital gap: 9.6 eV

---

Entry 3:
ORCA calculation (the ωB97M-V functional and the def2-TZVPD basis) on a molecular structure, C40H94CuKN4O21 at a distorted geometry.

Each line ends with the Löwdin charge.
Atoms and positions in Å:
K (26.61, 13.50, 32.00)  0.82
Cu (23.23, 19.38, 26.86)  0.81
C (26.23, 17.43, 29.07)  0.00
C (26.27, 16.09, 29.56)  -0.35
C (25.31, 15.04, 28.98)  -0.35
O (25.30, 13.86, 29.32)  -0.01
C (24.37, 15.46, 28.01)  0.01
C (24.37, 16.74, 27.52)  -0.33
C (25.32, 17.78, 28.12)  -0.35
O (25.26, 18.93, 27.61)  -0.09
O (23.54, 17.22, 26.72)  -0.04
O (27.06, 15.80, 30.48)  -0.06
H (27.02, 18.11, 29.35)  0.12
H (23.80, 14.73, 27.46)  0.12
C (27.39, 17.68, 25.40)  -0.05
C (27.62, 17.34, 23.96)  -0.20
O (28.98, 16.89, 23.85)  0.04
C (29.23, 16.01, 22.88)  -0.65
O (28.42, 15.62, 22.11)  0.15
O (30.48, 15.63, 22.95)  0.01
C (31.05, 14.92, 21.84)  -0.02
H (28.15, 18.32, 25.82)  0.08
H (27.21, 16.77, 25.99)  0.09
H (26.43, 18.21, 25.44)  0.05
H (27.39, 18.18, 23.31)  0.13
H (27.03, 16.47, 23.67)  0.11
H (30.92, 15.46, 20.90)  0.10
H (30.70, 13.89, 21.80)  0.10
H (32.13, 14.95, 21.98)  0.09
C (24.03, 16.12, 32.70)  -0.09
O (24.65, 15.09, 33.40)  -0.22
C (25.22, 15.48, 34.61)  -0.25
C (25.37, 14.27, 35.49)  -0.19
N (26.50, 13.43, 35.01)  -0.08
C (26.56, 12.21, 35.88)  -0.19
C (27.64, 12.30, 36.95)  -0.26
O (28.88, 12.32, 36.33)  -0.20
C (29.99, 12.00, 37.15)  -0.09
H (23.17, 15.75, 32.13)  0.09
H (24.71, 16.55, 31.95)  0.08
H (23.65, 16.90, 33.36)  0.10
H (24.66, 16.27, 35.14)  0.13
H (26.16, 16.07, 34.49)  0.14
H (24.45, 13.70, 35.39)  0.13
H (25.53, 14.61, 36.52)  0.13
H (27.36, 13.92, 35.28)  0.10
H (26.92, 11.37, 35.26)  0.12
H (25.62, 11.89, 36.31)  0.12
H (27.57, 11.47, 37.67)  0.13
H (27.50, 13.27, 37.46)  0.13
H (30.13, 12.71, 37.98)  0.09
H (30.84, 11.99, 36.48)  0.09
H (29.86, 11.04, 37.66)  0.09
C (22.38, 23.09, 31.62)  -0.08
O (22.83, 22.22, 30.58)  -0.21
C (23.59, 21.14, 31.09)  -0.18
C (24.02, 20.32, 29.88)  -0.17
N (22.90, 19.84, 29.06)  -0.03
C (22.18, 18.76, 29.74)  -0.14
C (21.02, 18.22, 28.92)  -0.19
O (21.36, 18.20, 27.55)  -0.27
C (20.40, 17.57, 26.71)  -0.05
H (21.63, 23.74, 31.18)  0.09
H (23.21, 23.67, 32.03)  0.09
H (21.86, 22.52, 32.40)  0.09
H (23.02, 20.56, 31.82)  0.12
H (24.52, 21.50, 31.55)  0.14
H (24.69, 19.51, 30.19)  0.12
H (24.68, 20.92, 29.27)  0.09
H (22.27, 20.65, 29.01)  0.10
H (21.70, 19.16, 30.64)  0.13
H (22.85, 17.93, 29.93)  0.13
H (20.12, 18.88, 28.99)  0.13
H (20.73, 17.27, 29.38)  0.13
H (19.84, 16.80, 27.25)  0.09
H (20.96, 17.15, 25.88)  0.09
H (19.72, 18.33, 26.32)  0.09
C (20.14, 21.83, 27.20)  -0.09
O (21.49, 21.64, 27.46)  -0.22
C (22.21, 22.77, 27.08)  -0.22
C (23.70, 22.58, 27.27)  -0.15
N (24.22, 21.35, 26.63)  -0.05
C (24.27, 21.58, 25.17)  -0.15
C (24.90, 20.36, 24.52)  -0.19
O (24.05, 19.25, 24.77)  -0.23
C (23.90, 18.39, 23.67)  -0.06
H (19.62, 20.89, 27.33)  0.09
H (19.99, 22.28, 26.22)  0.10
H (19.70, 22.54, 27.92)  0.10
H (21.86, 23.61, 27.69)  0.14
H (22.03, 23.06, 26.04)  0.12
H (23.90, 22.58, 28.34)  0.11
H (24.18, 23.45, 26.82)  0.14
H (25.17, 21.35, 27.02)  0.09
H (24.93, 22.43, 24.98)  0.14
H (23.26, 21.69, 24.76)  0.13
H (25.88, 20.19, 24.98)  0.12
H (25.07, 20.61, 23.47)  0.14
H (24.72, 17.70, 23.48)  0.09
H (23.48, 18.89, 22.79)  0.11
H (23.04, 17.74, 23.92)  0.09
C (26.53, 12.91, 23.43)  -0.13
O (27.77, 12.26, 23.59)  -0.17
C (28.04, 11.77, 24.88)  -0.23
C (28.37, 12.86, 25.90)  -0.21
N (28.92, 12.26, 27.13)  -0.06
C (27.98, 11.33, 27.80)  -0.19
C (28.65, 10.67, 28.98)  -0.23
O (27.92, 10.73, 30.19)  -0.18
C (28.86, 10.61, 31.25)  -0.12
H (25.93, 12.42, 22.66)  0.09
H (26.69, 13.93, 23.06)  0.06
H (25.91, 12.99, 24.33)  0.08
H (28.88, 11.09, 24.77)  0.13
H (27.17, 11.19, 25.23)  0.11
H (27.48, 13.46, 26.19)  0.11
H (29.07, 13.58, 25.47)  0.12
H (29.05, 13.02, 27.79)  0.08
H (27.57, 10.56, 27.15)  0.11
H (27.08, 11.92, 28.08)  0.11
H (29.70, 10.99, 29.10)  0.12
H (28.89, 9.63, 28.68)  0.13
H (28.34, 10.81, 32.18)  0.07
H (29.74, 11.26, 31.21)  0.09
H (29.17, 9.56, 31.27)  0.10
C (29.67, 16.72, 27.78)  -0.16
O (29.11, 15.42, 27.86)  -0.10
H (30.29, 16.94, 28.66)  0.08
H (30.29, 16.86, 26.90)  0.09
H (28.93, 17.53, 27.74)  0.04
H (28.37, 15.54, 28.47)  0.05
C (27.61, 19.75, 31.81)  -0.17
O (26.67, 18.76, 32.18)  -0.13
H (27.78, 20.45, 32.63)  0.08
H (28.60, 19.33, 31.61)  0.09
H (27.32, 20.36, 30.94)  0.06
H (26.63, 18.14, 31.43)  0.03
C (23.67, 11.28, 27.39)  -0.18
O (23.76, 10.24, 28.32)  -0.09
H (22.81, 11.96, 27.48)  0.06
H (24.57, 11.90, 27.33)  0.06
H (23.53, 10.85, 26.39)  0.08
H (23.93, 10.63, 29.18)  0.08
C (21.30, 14.33, 28.80)  -0.17
O (21.98, 13.95, 29.99)  -0.11
H (21.43, 13.61, 27.98)  0.07
H (20.24, 14.52, 28.96)  0.08
H (21.73, 15.27, 28.43)  0.05
H (22.91, 13.86, 29.74)  0.05
C (23.03, 13.92, 22.38)  -0.11
O (24.24, 14.45, 23.00)  -0.15
H (22.14, 14.39, 22.82)  0.07
H (23.07, 14.31, 21.35)  0.08
H (22.97, 12.84, 22.44)  0.08
H (23.97, 14.86, 23.83)  0.06
C (28.22, 21.20, 28.05)  -0.10
O (26.77, 21.16, 28.09)  -0.18
H (28.65, 20.20, 28.09)  0.07
H (28.53, 21.61, 27.08)  0.08
H (28.55, 21.85, 28.86)  0.08
H (26.47, 20.24, 27.88)  0.03

Properties
- Energy: -5619.5289 a.u.
- Strongest force on any atom: 0.048 Eh/bohr
- Charge: +1
- Spin multiplicity: 2
- Frontier orbital gap (spin up / spin down): 7.4 / 5.6 eV
- ⟨S²⟩: 0.7523